Entry from OMol25: a structure of composition C18H28FO3PSb at a distorted geometry (wB97M-V/def2-TZVPD).

Positions of all 52 atoms, in Å:
C -2.08 -0.78 -1.91
C -1.10 -0.26 -1.46
Sb 0.49 0.99 -0.50
C -0.96 2.13 0.71
C -2.44 1.89 0.41
C -2.98 0.66 1.12
C -4.51 0.62 1.17
O -5.12 -0.07 0.07
C -5.02 -1.41 0.18
O -5.96 -2.12 0.33
C 0.81 -0.45 1.15
C 0.86 -1.88 0.74
C -0.31 -2.63 0.59
C -0.31 -3.96 0.21
C 0.89 -4.61 -0.06
C 2.07 -3.88 0.07
C 2.07 -2.54 0.46
C 3.42 -1.87 0.58
P 0.07 2.73 -2.39
O -0.25 4.09 -1.82
C 2.08 2.39 0.28
F 1.89 2.43 1.68
C 3.51 2.00 0.04
C 3.89 1.88 -1.44
H -2.96 -1.20 -2.34
H 1.64 0.16 -1.53
H -0.79 1.86 1.75
H -0.73 3.18 0.62
H -2.99 2.74 0.81
H -2.65 1.87 -0.66
H -2.58 -0.25 0.70
H -2.63 0.72 2.15
H -4.81 0.14 2.10
H -4.90 1.63 1.21
H -4.00 -1.80 0.02
H 0.03 -0.33 1.90
H 1.74 -0.20 1.64
H -1.27 -2.17 0.78
H -1.24 -4.49 0.12
H 0.93 -5.64 -0.35
H 2.99 -4.40 -0.13
H 3.68 -1.31 -0.31
H 4.18 -2.63 0.73
H 3.46 -1.22 1.45
H 1.20 2.87 -3.25
H -0.99 2.34 -3.25
H 1.86 3.40 -0.09
H 3.73 1.10 0.61
H 4.14 2.78 0.48
H 3.14 2.34 -2.07
H 3.97 0.83 -1.72
H 4.86 2.32 -1.62

Its spin multiplicity is 1. As for the strongest force on any atom: 1.180 eV/Å. Its charge is -1. Its total energy is -1609.7274 hartree. The LUMO energy comes out at 3.01 eV.